Entry 1:
129
Properties=species:S:1:pos:R:3:mulliken_charge:R:1 method="wB97M-V/def2-TZVPD" multiplicity=1 gap_ev=5.0 homo_energy_ev=-1.77 charge=-2 e_tot_ha=-7272.73704 lumo_energy_ha=0.118
H -0.861 0.286 -6.413 0.198
F -1.181 -0.053 1.237 0.251
O -2.996 -1.570 -5.351 -0.080
H -3.914 0.134 4.828 0.186
H -1.733 2.793 4.313 0.294
F 5.287 3.428 1.881 -0.245
H -3.644 -1.068 8.363 0.222
O -4.142 -3.315 3.751 -0.582
O -4.153 0.480 1.505 -0.485
H -2.554 -1.627 2.487 -0.316
H -0.970 -2.361 2.979 -0.502
H 2.809 -1.428 1.745 -0.119
H 2.042 3.569 -2.461 -0.336
C -2.739 -3.223 3.957 -0.690
H -0.193 1.942 4.349 0.618
C -0.006 -0.469 0.826 -0.415
O -0.102 1.355 -1.121 0.571
Hg -1.074 -1.629 -3.937 2.124
Zn 3.493 -0.046 -2.213 0.595
C 1.470 4.347 -2.971 0.197
H 2.135 4.820 1.689 0.497
H -4.785 2.347 1.281 0.460
S 2.161 -0.137 -4.444 1.213
O 0.513 2.619 -4.413 -0.415
C 6.314 -0.523 -1.784 -0.824
H -0.378 4.427 -4.033 0.422
H 4.182 -1.725 -0.010 0.287
C -2.607 0.873 -5.236 0.639
H -2.471 -2.770 4.918 0.202
H 0.291 -6.538 2.825 0.231
O 5.661 0.057 -2.923 -0.354
C 5.056 2.302 1.191 0.587
H -3.935 -0.163 -6.542 0.483
O 5.643 3.187 -1.238 -0.758
H 1.304 -5.652 3.963 0.363
H 4.582 -4.151 0.054 0.342
H -0.876 0.422 6.511 0.404
C 5.648 -1.823 -1.335 -0.336
H 0.928 6.432 2.431 0.325
O 3.466 3.754 -0.256 -0.625
H -3.578 -2.300 -7.182 0.348
H -1.053 1.167 -3.922 -0.101
C -1.969 0.676 4.653 1.740
N -3.387 0.753 4.214 -0.458
S 4.446 2.730 -0.528 1.317
H -2.066 1.048 -7.338 0.488
N 3.532 -2.110 1.517 -0.469
O -0.285 -0.966 -1.792 -0.215
O -4.895 -1.919 -1.925 -0.805
O -3.780 -3.960 -1.279 -0.770
H 4.530 -4.699 1.735 0.355
H -2.147 -2.781 0.886 0.262
O 2.962 -1.150 -3.697 -0.808
C -1.584 1.100 -6.354 -1.384
O -2.143 -3.396 1.652 -0.620
O 2.115 5.062 -4.016 -0.644
H -2.573 1.332 -0.614 -0.385
N -1.952 0.684 -3.943 0.338
H 6.343 0.506 -3.424 0.284
H -2.008 -0.342 8.588 0.308
H -2.983 2.239 1.469 0.027
H -3.980 0.539 2.463 0.297
O 2.486 1.039 -3.565 -1.097
H 1.172 -3.022 2.564 0.000
C -2.974 -0.262 8.076 -0.844
C 1.060 4.717 1.511 -0.849
O -4.537 0.972 -1.149 -0.499
H 1.265 2.650 1.272 -0.150
C -1.896 0.629 6.174 -1.134
H -1.166 2.101 -6.312 0.283
H 6.148 -2.337 -0.515 0.478
H -4.707 -2.576 -5.761 0.342
H -3.369 0.711 8.397 0.326
O -0.670 3.143 0.836 -0.512
H 2.593 4.419 -4.549 0.366
O 1.182 -4.932 2.001 -0.313
C -3.677 -2.545 -6.116 -1.087
H 1.125 1.955 -4.014 0.068
O 3.959 1.451 -1.008 -0.380
H -1.593 -0.258 4.228 -0.657
O -2.813 -0.327 6.682 -0.202
F 4.164 1.572 1.863 -0.167
H -3.689 1.657 4.585 0.317
H 1.176 5.012 -2.158 0.309
S -3.596 -2.546 -1.598 1.288
H 1.092 4.956 0.439 0.090
H -4.490 -0.168 -4.945 0.435
H 7.318 -0.819 -2.123 0.568
O 4.318 -1.460 -0.960 -0.159
H 2.230 -3.125 0.314 -0.108
H -0.485 2.626 0.029 0.144
H 2.533 -3.945 3.254 0.545
O -3.082 -1.804 -0.411 -1.052
O 0.313 5.732 2.204 -0.566
S 0.383 0.005 -0.951 0.493
H -3.642 2.781 -0.878 0.561
H 3.409 -5.329 0.525 0.369
H -1.183 1.715 2.955 -0.268
H 6.483 0.226 -1.010 0.168
O 0.749 -0.543 -4.377 -0.662
C 0.217 3.663 -3.521 0.225
O 2.619 0.084 -5.798 -0.762
H -2.266 1.608 6.514 0.399
H 4.025 -2.191 2.402 0.348
H 5.659 -2.454 -2.229 0.259
O -2.645 -2.344 -2.734 -1.007
F 0.991 0.045 1.592 -0.142
H -3.219 1.783 -5.221 0.187
C -1.237 1.863 4.032 -1.410
H -2.412 -4.265 3.957 0.266
H -4.553 -2.458 3.893 0.313
C 3.917 -4.427 0.873 -1.587
C -2.036 -2.551 2.777 1.583
C -3.569 1.763 -0.477 0.194
H -0.264 -4.933 3.432 -0.013
H -4.632 1.380 -2.012 0.254
H -2.434 1.122 -3.165 -0.363
H -3.262 -3.553 -6.125 0.301
F 0.039 -1.790 0.966 -0.168
C -3.878 1.783 1.025 -0.526
C 1.939 -3.773 2.346 -0.516
F 6.210 1.624 1.150 -0.263
O 1.813 -0.137 -1.120 0.002
C -3.561 -0.280 -5.515 -0.816
C 2.845 -3.386 1.175 1.095
C 0.484 3.335 1.618 0.760
H -0.450 3.364 -2.703 -0.275
C 0.596 -5.540 3.134 -0.493
H 0.259 3.078 2.657 -0.014

=====

Entry 2:
51
Properties=species:S:1:pos:R:3:nbo_charge:R:1 method="wB97M-V/def2-TZVPD" multiplicity=1 gap_ev=9.5 de_lowest_kcal_mol=47.77 homo_energy_ev=-9.96 e_tot_ha=-1299.45382 lumo_energy_ha=-0.015
H -0.890 -3.206 -2.696 0.444
O 1.228 2.439 3.129 -0.918
O 0.258 3.167 0.512 -0.963
H -2.296 -1.208 -2.569 0.482
H -3.222 1.197 2.687 0.471
O -1.982 -0.347 -2.282 -0.945
O -3.010 -0.478 0.153 -0.967
H 0.971 0.003 0.754 0.502
H -2.661 0.604 1.461 0.474
H 0.784 -0.630 -3.758 0.484
O -0.084 -3.315 -2.183 -0.945
O 2.561 1.733 -1.088 -0.955
O -2.147 -1.787 2.817 -0.940
O 0.767 -0.608 2.764 -0.947
H 3.339 1.627 -0.541 0.457
O 2.442 -1.519 -1.694 -0.994
H -1.428 2.345 -0.997 0.485
H 0.038 -0.065 3.083 0.488
H -2.639 0.019 -0.566 0.506
H -0.309 -0.398 0.020 0.505
H 3.518 0.933 1.565 0.488
H -2.938 -2.355 2.660 0.458
O 0.585 -0.044 -3.055 -0.964
O 3.169 0.052 1.334 -0.964
H -2.001 2.133 0.407 0.493
H 1.486 1.563 3.378 0.430
H 1.581 -0.103 2.873 0.466
H -3.867 -0.069 0.340 0.478
H 0.221 1.674 -2.431 0.492
O -0.696 -2.085 0.216 -0.984
H 2.041 -2.459 -0.015 0.494
H -2.736 0.208 -2.484 0.496
H 0.115 -2.221 0.693 0.520
H 3.942 -0.442 1.051 0.481
H 2.846 -2.627 1.182 0.464
O -0.251 2.450 -2.316 -0.944
H -0.822 2.460 -3.099 0.469
H 0.513 2.215 2.511 0.487
O 2.032 -2.976 0.800 -0.961
H -0.201 -2.744 -1.429 0.482
O 0.377 0.273 0.063 -1.021
O -2.473 1.310 2.110 -0.971
H 3.257 -0.963 -1.804 0.480
O -2.233 2.445 -0.499 -1.009
H 0.436 2.326 0.166 0.473
H 1.850 1.270 -0.638 0.485
H -0.311 -0.290 -2.877 0.492
H -1.210 -2.852 0.453 0.496
H 0.381 3.815 -0.188 0.486
H 1.682 -0.954 -1.898 0.507
H -1.988 -1.521 1.921 0.478

=====

Entry 3:
14
Properties=species:S:1:pos:R:3:nbo_charge:R:1 method="wB97M-V/def2-TZVPD" multiplicity=1 gap_ev=11.2 de_lowest_kcal_mol=48.63 homo_energy_ev=-10.59 e_tot_ha=-361.80337 lumo_energy_ha=0.021 smiles="C[C@H]1CNC(=O)O1"
H 0.306 1.897 -0.688 0.153
C -1.453 -0.953 0.039 -0.628
H -0.747 1.590 0.698 0.221
O 2.702 -1.036 0.739 -0.548
N 1.229 0.817 0.859 -0.686
H -2.385 -0.381 -0.039 0.216
H -1.226 -1.118 1.098 0.219
H 1.430 1.586 0.142 0.430
C 0.002 1.098 0.089 -0.245
O 0.883 -0.950 -0.573 -0.494
C 1.718 -0.452 0.391 0.869
H -0.547 0.020 -1.678 0.194
C -0.331 -0.196 -0.630 0.071
H -1.582 -1.921 -0.445 0.228

=====

Entry 4:
35
Properties=species:S:1:pos:R:3:nbo_charge:R:1 method="wB97M-V/def2-TZVPD" multiplicity=1 gap_ev=10.8 de_lowest_kcal_mol=69.06 homo_energy_ev=-13.42 charge=+1 e_tot_ha=-619.89722 lumo_energy_ha=-0.095
H -1.050 2.246 -2.367 0.242
H -3.280 -2.322 -0.608 0.221
C 1.810 -1.738 0.094 0.092
H 3.081 -3.153 0.967 0.257
H -0.196 3.323 -0.238 0.229
H -3.898 -0.907 0.267 0.249
C -0.673 1.266 -0.437 0.235
C -0.721 -1.751 0.191 -0.094
H 0.407 1.579 -2.387 0.242
C 2.717 1.648 -0.135 -0.335
C -3.096 -1.567 0.161 -0.613
H -0.669 -1.744 1.284 0.226
H 1.946 0.346 -1.420 0.213
C -0.560 1.371 -1.989 -0.668
H 3.554 1.704 -0.797 0.219
C -1.805 -0.895 -0.386 0.057
C 2.017 -2.774 0.905 -0.369
H -1.838 -0.919 -1.563 0.207
H -0.757 -2.811 -0.295 0.257
C 0.634 0.502 1.683 -0.707
H -3.003 -2.135 1.023 0.214
H 1.361 -3.346 1.386 0.211
C -0.915 2.657 0.134 -0.612
C 0.500 0.482 0.178 0.345
H 2.841 2.138 0.836 0.213
H -0.974 0.609 -2.544 0.224
C 1.742 0.885 -0.557 -0.272
H 1.309 -0.326 1.885 0.239
H -0.325 0.538 2.260 0.259
O -1.703 0.439 0.100 -0.539
H 1.176 1.438 1.987 0.259
H -1.964 2.883 -0.307 0.254
H -0.891 2.711 1.244 0.230
O 0.540 -1.042 -0.256 -0.410
H 2.685 -1.335 -0.298 0.228